The following is a quantum chemistry calculation of a gas-phase ion, C2H7IN (charge +1) in a non-equilibrium geometry, from the Open Molecules 2025 dataset.

The calculation puts the LUMO energy at -4.2021 eV. The spin multiplicity is 1. The calculation puts the orbital gap at 9.163 eV. As for the SMILES: [NH3+]CCI. The total charge is +1. The value obtained for the HOMO energy is -0.4911 hartree.

XYZ file:
```
11
Properties=species:S:1:pos:R:3:forces:R:3:mulliken_charge:R:1
C -0.067897 -0.646646 -0.203705 -0.49 2.38 0.27 -0.501
C -0.931750 0.614669 -0.123091 -1.92 -1.54 -0.02 -1.223
N 1.277122 -0.167153 0.216197 -0.32 3.19 -2.08 -0.310
I -3.017388 -0.048902 0.061655 0.98 0.52 -0.08 0.154
H -0.150484 -0.857203 -1.222482 0.64 -1.50 -1.46 0.355
H -0.235621 -1.427933 0.508903 -1.01 -0.46 -0.02 0.442
H -0.653969 1.211805 0.671084 0.04 0.89 2.63 0.530
H -0.869263 1.373744 -0.878401 0.07 -0.49 -1.40 0.511
H 1.037587 0.365929 1.057925 0.87 0.12 0.01 0.358
H 1.739085 0.477778 -0.517503 -0.78 -1.13 1.55 0.373
H 1.872579 -0.896085 0.429414 1.93 -1.98 0.60 0.310
```
Forces are in eV/Å.